Entry 1:
ORCA calculation (wB97M-V/def2-TZVPD) on one molecule with the formula C7H11N.

The geometry in XYZ format:
```
19
Properties=species:S:1:pos:R:3:nbo_charge:R:1
N 3.628 -0.664 -1.156 -0.59
C -0.154 0.915 0.418 -0.49
C 1.928 -0.562 0.558 -0.29
C -2.725 0.281 0.531 -0.64
C 2.489 -0.244 -0.705 0.08
C -1.389 0.191 -0.087 0.03
C -1.395 -0.353 -1.316 -0.39
C 0.719 -0.097 1.033 -0.09
H 2.087 0.550 -1.237 0.16
H -2.834 -0.154 1.519 0.21
H -0.503 1.637 1.299 0.22
H 2.536 -1.223 1.131 0.21
H -3.412 -0.250 -0.114 0.22
H -2.985 1.294 0.666 0.21
H 4.017 -1.404 -0.668 0.32
H 0.377 -0.357 2.048 0.21
H -0.463 -0.379 -1.777 0.18
H 0.287 1.637 -0.256 0.24
H -2.209 -0.819 -1.886 0.20
```

Largest force on an atom (eV/A): 3.49
SMILES: [H]/N=C\C=C/CC(=C)C
Highest occupied orbital energy (hartree): -0.3306
Energy above the lowest of the compared OMol25 structures with the same formula, charge and spin (kcal per mole): 65.56
LUMO energy (eV): 0.39
E_tot (Eh): -327.98350

Entry 2:
ORCA calculation (wB97M-V/def2-TZVPD) on C7H11N as an isolated structure.

The geometry in XYZ format:
```
19
Properties=species:S:1:pos:R:3:nbo_charge:R:1
N -0.485 -1.542 -0.286 -0.61
C 0.482 1.457 -0.458 -0.14
C -2.704 -1.305 0.699 -0.51
C -1.567 -0.899 0.163 0.06
C 0.677 -0.954 0.219 0.04
C -0.718 1.421 -1.204 -0.57
C 2.521 0.606 0.663 -0.61
C 1.164 0.342 0.048 -0.12
H 0.827 2.429 -0.124 0.20
H 2.422 0.783 1.731 0.21
H -0.704 0.746 -2.058 0.23
H 2.997 1.481 0.223 0.22
H -0.513 -2.498 -0.633 0.38
H -1.111 2.379 -1.525 0.22
H -3.411 -0.616 1.134 0.21
H -2.951 -2.362 0.774 0.18
H -1.514 0.467 -0.486 0.22
H 1.385 -1.689 0.593 0.18
H 3.201 -0.245 0.529 0.21
```

Largest force on an atom (eV/A): 3.18
Highest occupied orbital energy (hartree): -0.2869
Energy above the lowest of the compared OMol25 structures with the same formula, charge and spin (kcal per mole): 112.80
LUMO energy (eV): 0.14
E_tot (Eh): -327.90822

Entry 3:
ORCA calculation (wB97M-V/def2-TZVPD) on one molecule with the formula C7H11N.

The geometry in XYZ format:
```
19
Properties=species:S:1:pos:R:3:nbo_charge:R:1
N 1.422 1.497 0.294 -0.61
C -2.145 1.392 0.072 -0.60
C -0.108 -1.866 0.148 -0.17
C -2.183 -0.215 0.114 -0.41
C 1.626 0.266 0.157 0.29
C 0.440 -0.632 0.000 -0.03
C -0.928 -0.808 -0.502 -0.22
C 2.956 -0.455 -0.033 -0.69
H -1.137 -0.864 -1.534 0.17
H 3.499 -0.994 0.729 0.24
H -3.165 1.806 0.413 0.20
H -3.020 -0.485 -0.506 0.19
H -2.481 -0.553 1.096 0.20
H -1.787 1.659 -0.917 0.20
H -1.542 1.887 0.767 0.21
H 0.220 -2.833 0.299 0.22
H 3.544 0.346 -0.444 0.22
H 2.618 -1.243 -0.734 0.23
H 2.171 2.095 0.580 0.35
```

Largest force on an atom (eV/A): 5.20
SMILES: [H]/N=C(\C)C1=C[C@H]1CC
Highest occupied orbital energy (hartree): -0.3276
Energy above the lowest of the compared OMol25 structures with the same formula, charge and spin (kcal per mole): 97.26
LUMO energy (eV): 0.69
E_tot (Eh): -327.93298

Entry 4:
ORCA calculation (wB97M-V/def2-TZVPD) on C7H11N as an isolated structure.

The geometry in XYZ format:
```
19
Properties=species:S:1:pos:R:3:nbo_charge:R:1
N -0.830 0.486 1.314 -0.36
C 0.448 -0.183 1.690 -0.10
C -1.091 1.407 -1.007 -0.46
C -0.403 0.741 0.122 0.24
C 2.029 -0.022 -0.428 -0.38
C 0.928 0.147 0.279 -0.05
C -1.357 0.408 -2.135 -0.59
C 0.298 -1.651 2.036 -0.61
H 2.896 -0.512 -0.014 0.20
H -0.294 -1.754 2.943 0.22
H -0.459 2.218 -1.381 0.22
H 2.109 0.324 -1.446 0.20
H -0.425 -0.024 -2.493 0.21
H -2.031 1.828 -0.646 0.23
H -1.995 -0.398 -1.778 0.21
H -0.208 -2.176 1.229 0.21
H 1.275 -2.101 2.195 0.21
H -1.855 0.902 -2.966 0.21
H 0.964 0.359 2.486 0.19
```

Largest force on an atom (eV/A): 0.52
Highest occupied orbital energy (hartree): -0.3544
Energy above the lowest of the compared OMol25 structures with the same formula, charge and spin (kcal per mole): 42.45
LUMO energy (eV): 0.92
E_tot (Eh): -328.02034

Entry 5:
ORCA calculation (wB97M-V/def2-TZVPD) on C7H11N as an isolated structure.

The geometry in XYZ format:
```
19
Properties=species:S:1:pos:R:3:nbo_charge:R:1
N 0.822 0.534 -0.278 -0.44
C 0.186 1.811 0.024 -0.21
C -2.216 -1.249 -0.056 -0.42
C 2.079 -0.089 -0.018 -0.20
C -1.267 1.247 -0.029 -0.44
C 0.165 -0.541 0.360 -0.08
C 1.312 -1.493 -0.102 -0.40
C -1.274 -0.314 -0.046 0.04
H -1.951 -2.348 -0.059 0.20
H 1.498 -2.281 0.722 0.21
H -3.303 -1.125 -0.167 0.20
H 1.323 -1.807 -1.178 0.22
H 0.208 -0.404 1.420 0.15
H 2.507 0.021 1.023 0.17
H -1.780 1.638 0.781 0.22
H 0.260 2.209 1.081 0.16
H 2.812 -0.016 -0.849 0.19
H 0.563 2.604 -0.661 0.21
H -1.795 1.538 -0.965 0.23
```

Largest force on an atom (eV/A): 3.34
Highest occupied orbital energy (hartree): -0.3157
Energy above the lowest of the compared OMol25 structures with the same formula, charge and spin (kcal per mole): 81.55
LUMO energy (eV): 1.18
E_tot (Eh): -327.95802

Entry 6:
ORCA calculation (wB97M-V/def2-TZVPD) on C7H11N as an isolated structure.

The geometry in XYZ format:
```
19
Properties=species:S:1:pos:R:3:nbo_charge:R:1
N -0.777 0.993 1.835 -0.63
C 0.009 0.017 0.365 -0.05
C -0.438 -0.428 1.767 -0.22
C 0.217 1.546 0.844 -0.22
C 1.275 -0.707 -0.485 -0.39
C 0.986 -0.393 -2.098 -0.47
C -1.070 -0.426 -0.672 -0.21
C -0.528 -0.667 -1.914 -0.21
H -1.183 -0.934 -2.766 0.21
H 1.203 1.577 1.461 0.17
H -1.039 -1.243 2.020 0.21
H 0.952 -2.011 -0.272 0.20
H 2.421 -0.495 0.071 0.22
H 1.696 -1.020 -2.885 0.25
H 0.637 -0.553 2.304 0.13
H 0.016 2.339 0.164 0.21
H 1.124 0.906 -2.053 0.21
H -2.141 -0.713 -0.562 0.23
H -0.953 1.548 2.836 0.35
```

Largest force on an atom (eV/A): 7.21
Highest occupied orbital energy (hartree): -0.3149
Energy above the lowest of the compared OMol25 structures with the same formula, charge and spin (kcal per mole): 155.60
LUMO energy (eV): 0.98
E_tot (Eh): -327.84002

Entry 7:
ORCA calculation (wB97M-V/def2-TZVPD) on a 2-piece molecular cluster, C7H11N overall.

The geometry in XYZ format:
```
19
Properties=species:S:1:pos:R:3:nbo_charge:R:1
N -1.391 -0.298 2.655 -0.84
C -1.340 -0.401 0.097 -0.08
C -1.715 -0.471 -1.302 -0.68
C 1.007 2.397 -0.223 -0.68
C 1.673 -1.626 -0.553 -0.69
C -1.374 -0.250 1.299 0.14
C 1.283 0.987 -0.393 -0.03
C 1.330 -0.220 -0.426 0.00
H 0.889 -2.231 -0.090 0.23
H 2.624 -1.837 -0.057 0.23
H -1.011 0.106 -1.894 0.24
H 1.650 2.820 0.554 0.23
H -0.670 0.281 3.067 0.38
H -1.418 -1.241 3.039 0.39
H 1.740 -1.908 -1.603 0.23
H -2.734 -0.050 -1.456 0.22
H -1.700 -1.508 -1.648 0.23
H 1.185 2.935 -1.150 0.23
H -0.027 2.514 0.083 0.24
```

Largest force on an atom (eV/A): 1.90
SMILES: CC#CC.CC#CN
Highest occupied orbital energy (hartree): -0.2903
Energy above the lowest of the compared OMol25 structures with the same formula, charge and spin (kcal per mole): 95.40
LUMO energy (eV): 0.87
E_tot (Eh): -327.93596

Entry 8:
ORCA calculation (wB97M-V/def2-TZVPD) on one molecule with the formula C7H11N.

The geometry in XYZ format:
```
19
Properties=species:S:1:pos:R:3:nbo_charge:R:1
N 1.912 0.302 -0.242 -0.63
C -0.347 0.248 0.224 -0.14
C -0.851 0.268 1.593 -0.38
C -1.749 0.979 0.607 -0.40
C 1.240 -0.643 -1.104 -0.24
C -0.690 -2.167 -0.479 -0.45
C 0.837 1.257 0.030 -0.21
C -0.049 -1.002 -0.403 0.02
H 1.078 1.770 1.153 0.19
H 1.025 0.044 -2.040 0.17
H -0.300 -2.972 -1.151 0.22
H 0.675 2.173 -0.749 0.18
H -2.554 0.323 0.283 0.22
H -1.247 -0.714 2.061 0.23
H -0.185 0.890 2.149 0.22
H -1.813 -1.958 -0.197 0.20
H 2.734 0.661 -0.811 0.36
H 1.954 -1.505 -1.380 0.21
H -1.670 2.044 0.457 0.23
```

Largest force on an atom (eV/A): 3.44
SMILES: C=C1CNCC12CC2
Highest occupied orbital energy (hartree): -0.3211
Energy above the lowest of the compared OMol25 structures with the same formula, charge and spin (kcal per mole): 94.50
LUMO energy (eV): 0.98
E_tot (Eh): -327.93738

Entry 9:
ORCA calculation (wB97M-V/def2-TZVPD) on C7H11N as an isolated structure.

The geometry in XYZ format:
```
19
Properties=species:S:1:pos:R:3:nbo_charge:R:1
N 0.770 -1.646 0.613 -0.63
C 0.659 0.496 0.207 -0.25
C -1.267 -0.282 -0.702 -0.26
C -0.691 0.678 -1.680 -0.41
C -0.564 -1.324 0.691 0.01
C 0.450 1.405 -0.845 -0.41
C 1.274 -0.346 1.393 -0.21
C -0.854 0.183 0.694 -0.31
H -1.140 -2.196 0.972 0.21
H -1.499 1.495 -1.768 0.22
H -1.006 0.694 1.641 0.22
H 2.357 -0.232 1.170 0.21
H 0.977 -2.427 1.184 0.36
H 0.966 -0.261 -0.519 0.22
H 1.368 1.542 -1.392 0.22
H 0.003 2.183 -0.223 0.19
H -2.368 -0.477 -0.759 0.21
H -0.286 0.709 -3.000 0.21
H 0.852 -0.196 2.323 0.19
```

Largest force on an atom (eV/A): 7.15
Highest occupied orbital energy (hartree): -0.2824
Energy above the lowest of the compared OMol25 structures with the same formula, charge and spin (kcal per mole): 213.24
LUMO energy (eV): 0.96
E_tot (Eh): -327.74815

Entry 10:
ORCA calculation (wB97M-V/def2-TZVPD) on an isolated ion of composition C7H11N2 and charge +1.

The geometry in XYZ format:
```
20
Properties=species:S:1:pos:R:3:nbo_charge:R:1
N -2.534 0.699 -0.399 -0.36
N 0.287 0.515 -0.170 -0.37
C -1.029 -0.304 -2.305 -0.44
C -1.886 0.009 -1.197 0.38
C -1.932 0.901 0.838 0.02
C -0.368 -0.543 -0.946 -0.20
C 1.615 -0.905 1.430 -0.64
C 1.652 0.108 0.293 -0.21
C -0.601 0.905 0.955 -0.11
H 2.189 1.004 0.609 0.23
H -0.099 1.187 1.861 0.24
H 2.538 -1.477 1.430 0.26
H -2.584 1.158 1.655 0.25
H 2.160 -0.312 -0.576 0.24
H 0.414 1.332 -0.781 0.44
H -0.188 -1.546 -0.608 0.26
H -1.214 -1.218 -2.854 0.29
H -0.737 0.516 -2.955 0.26
H 0.792 -1.606 1.322 0.22
H 1.525 -0.425 2.400 0.23
```

Largest force on an atom (eV/A): 3.18
SMILES: CC[N@@H+]1C=CN=C2C[C@H]21
Highest occupied orbital energy (hartree): -0.4944
Energy above the lowest of the compared OMol25 structures with the same formula, charge and spin (kcal per mole): 100.25
Net charge: +1
LUMO energy (eV): -4.10
E_tot (Eh): -382.46386

Entry 11:
ORCA calculation (wB97M-V/def2-TZVPD) on an isolated ion of composition C7H11N2 and charge +1.

The geometry in XYZ format:
```
20
Properties=species:S:1:pos:R:3:nbo_charge:R:1
N 1.960 0.258 -0.740 -0.10
N 1.251 1.263 -1.348 -0.22
C -2.216 -1.099 1.362 -0.41
C 3.369 0.175 -0.921 -0.43
C -1.470 0.152 1.041 -0.19
C 0.030 1.218 -0.954 0.14
C -2.832 -0.072 0.463 -0.41
C -0.252 0.076 -0.028 -0.38
C 1.168 -0.407 0.085 0.24
H -3.646 0.530 0.830 0.25
H 3.786 -0.629 -0.320 0.24
H 1.517 -1.237 0.677 0.25
H -1.892 -2.034 0.931 0.22
H -2.924 -0.302 -0.590 0.22
H -0.667 -0.684 -0.723 0.32
H -0.682 1.936 -1.316 0.25
H -1.309 0.912 1.790 0.25
H 3.597 0.020 -1.976 0.26
H 3.814 1.127 -0.626 0.26
H -2.601 -1.205 2.364 0.25
```

Largest force on an atom (eV/A): 4.25
SMILES: C[N+]1=C[C@@H](C2CC2)C=N1
Highest occupied orbital energy (hartree): -0.5483
Energy above the lowest of the compared OMol25 structures with the same formula, charge and spin (kcal per mole): 74.78
Net charge: +1
LUMO energy (eV): -4.95
E_tot (Eh): -382.50444

Entry 12:
ORCA calculation (wB97M-V/def2-TZVPD) on an isolated ion of composition C7H11N2O and charge +1.

The geometry in XYZ format:
```
21
Properties=species:S:1:pos:R:3:nbo_charge:R:1
O 1.826 1.473 0.313 -0.30
N -0.169 -0.282 0.041 -0.37
N -1.666 1.276 0.240 -0.53
C 1.165 -0.835 0.057 -0.21
C -0.395 1.001 0.346 0.62
C 2.192 0.307 -0.299 0.07
C -3.826 0.079 -0.142 -0.66
C -1.387 -0.879 0.073 -0.05
C 3.673 -0.112 0.148 -0.63
C -2.377 0.055 0.133 0.17
H -1.673 -1.862 -0.150 0.25
H 1.498 -1.576 -0.657 0.26
H -4.090 -0.932 -0.313 0.25
H -2.033 2.188 0.441 0.46
H -4.503 0.562 0.646 0.26
H 3.940 0.383 1.153 0.27
H 3.913 -1.146 -0.028 0.24
H 4.275 0.302 -0.764 0.25
H 2.130 0.471 -1.326 0.17
H 1.427 -1.112 1.197 0.24
H -3.920 0.639 -1.109 0.25
```

Largest force on an atom (eV/A): 4.67
Highest occupied orbital energy (alpha / beta) (hartree): -0.5093 / -0.5086
Energy above the lowest of the compared OMol25 structures with the same formula, charge and spin (kcal per mole): 126.98
Net charge: +1
LUMO energy (alpha / beta) (eV): -6.88 / -6.87
E_tot (Eh): -457.63667

> Which of these has the highest largest force on an atom?

number 6

> Which of these has the lowest largest force on an atom?

number 4